Record 1
A molecular structure, C3H4LiNaO3. Source: the Open Molecules 2025 dataset; level of theory: ωB97M-V with the def2-TZVPD basis set.

```
12
Properties=species:S:1:pos:R:3
O 0.1088 -0.7242 -0.7951
H -0.7695 1.0774 1.5077
H -0.3962 1.1976 -2.5760
C -0.7554 0.3087 -0.8421
Na 1.1682 -3.1180 1.6203
Li -0.8031 -1.1936 1.0727
C -0.4572 1.0490 0.4594
C 1.2283 -0.4144 -0.0879
H -0.7321 2.0965 0.2961
H -1.7087 0.3140 -1.3815
O 1.0480 0.7051 0.5733
O 2.0687 -1.2980 0.1532
```

Calculated values
**Lowest unoccupied orbital energy (spin up / spin down)**: -1.0 / -0.5 eV
**Multiplicity**: 1
**DFT total energy**: -13932.830 eV
**Gap between HOMO and LUMO (spin up / spin down)**: 4.4 / 5.2 eV
**HOMO energy (spin up / spin down)**: -5.31 / -5.67 eV

Mulliken population analysis, charges in e, atoms 1 to 6:
1 O -0.17
2 H 0.18
3 H 0.09
4 C -0.54
5 Na 0.25
6 Li 0.47


Record 2
A molecular structure, C35H19CdClF5GeINOS6. Source: the Open Molecules 2025 dataset; level of theory: ωB97M-V with the def2-TZVPD basis set.

```
71
Properties=species:S:1:pos:R:3
H 0.7120 -2.3286 -0.7809
S -2.5600 -4.5347 1.3891
C -2.2315 -2.8109 1.1687
F 4.0196 4.1024 2.2090
C 3.0970 -1.1045 -0.3218
H -2.9646 4.6664 -1.3219
H 2.5623 -1.0861 0.6170
C 2.4858 -0.5872 -1.4551
S -3.1139 -0.5048 -0.0145
C -2.3366 2.7325 1.9042
C -3.7657 4.1937 3.2097
O -1.2516 0.9428 3.0584
C -3.1942 3.8680 1.9716
Ge 0.6835 0.3089 -1.3309
H -2.6301 -0.2687 -5.1736
H 0.2750 2.5580 -2.6867
Cd -0.4328 0.4295 1.0286
C -2.0571 -4.1307 -2.7592
H -3.9867 3.7050 5.2740
S 1.3544 2.7792 1.7139
S -4.8152 -6.0455 0.1732
C 4.3599 -1.6647 -0.3657
H 2.7211 -0.3031 -3.5563
H 0.1572 -4.6370 -0.2638
C -3.9785 -4.6497 0.4010
F 1.6940 -0.0325 2.6317
C 1.1438 1.9980 -2.3545
C -1.7602 -2.7869 -3.0771
C 5.1735 0.8155 3.1941
H -3.2196 -2.6060 -4.6504
C -0.3719 -4.1248 -1.0558
C 2.8319 0.7071 2.6848
H -4.0382 5.4561 0.7857
C -2.4392 -2.0934 -4.1003
C 3.1845 -0.6724 -2.6528
C -3.5153 3.4438 4.3376
H -0.9190 0.9045 -3.8670
C -0.0672 -2.8246 -1.3412
C 3.9852 2.7797 2.4639
C -1.1343 -0.1306 -3.6312
C -1.3844 -4.7843 -1.7654
C -2.1146 -0.7969 -4.3797
C -2.6640 2.3616 4.2561
C -3.4072 4.5769 0.7697
C 3.9917 0.0875 3.1010
H -2.8454 -4.6334 -3.3082
C -3.1361 -2.1370 0.3633
C 5.1503 2.1710 2.8825
C 4.4501 -1.2298 -2.7150
C -0.7485 -2.1099 -2.3440
F 3.9943 -1.2199 3.4204
H 1.7496 1.7759 -3.2308
S -4.4158 -3.1421 -0.3353
H -1.6354 -5.8065 -1.5159
N -1.7925 2.3311 0.7533
C 5.0453 -1.7237 -1.5673
H -1.5735 2.5855 -1.2523
F 6.2883 2.8936 2.9975
C -2.0220 1.9371 3.0808
Cl -4.8246 5.5724 3.3294
S -0.8559 -2.1937 1.9140
C -2.8209 4.1407 -0.3881
F 6.3190 0.2208 3.6044
C -2.0248 2.9878 -0.3532
I -2.2402 1.1881 5.9560
C 2.7716 2.0683 2.3062
H 1.7113 2.6444 -1.6905
C -0.4501 -0.7472 -2.6144
H 6.0372 -2.1535 -1.6088
H 4.8107 -2.0510 0.5384
H 4.9796 -1.2774 -3.6593
```

Calculated values
**Net charge**: -2
**Lowest unoccupied orbital energy (spin up / spin down)**: 3.8 / 2.9 eV
**Multiplicity**: 2
**DFT total energy**: -200447.373 eV
**Expectation value of S²**: 0.77
**Gap between HOMO and LUMO (spin up / spin down)**: 6.1 / 5.2 eV
**HOMO energy (spin up / spin down)**: -2.28 / -2.30 eV

Mulliken population analysis, charges in e, atoms 1 to 6:
1 H 0.06
2 S -0.08
3 C 0.12
4 F -0.35
5 C 0.31
6 H 0.43


Largest force on an atom readings, ordered: 4.0 1.1 eV Å⁻¹
Energy relative to the best compared isomer or geometry (same formula, charge and spin) readings, ordered: 6.192 0.000 eV